No. 1
{
  "formula": "C10H18N2O5",
  "method": "ωB97M-V/def2-TZVPD",
  "symbols": ["H", "N", "H", "O", "C", "N", "H", "H", "H", "C", "H", "O", "O", "O", "C", "C", "C", "H", "C", "H", "H", "C", "H", "H", "H", "C", "H", "H", "H", "H", "C", "H", "H", "O", "C"],
  "xyz": [[4.67650, -1.37498, -0.78793], [1.11972, -0.61002, -0.01345], [2.44138, -1.39937, -1.47493], [2.88188, -1.50043, 1.64211], [3.26258, -1.38105, 0.51918], [-1.29820, 1.83517, -0.19216], [-4.38999, 1.08908, 2.13417], [2.54760, 1.06600, -1.84337], [4.04289, 2.07058, 1.53533], [-2.38712, -0.40271, -0.53224], [-3.91481, -0.74408, 2.10471], [4.28389, 1.72112, 0.56163], [4.52682, -1.69001, 0.13623], [0.22164, 0.07364, -2.03438], [-3.64787, 0.23261, 0.11658], [2.41164, -0.74194, -0.56316], [-1.15553, 0.35752, -0.09730], [1.00059, -0.55998, 1.02497], [3.06294, 1.58875, 0.01736], [4.06494, 0.21034, -1.44621], [-1.00556, 2.19669, -1.14007], [3.10842, 0.56181, -1.03351], [-3.78177, 1.26716, -0.30501], [-2.48089, -2.28443, 0.71673], [-2.43545, -0.26828, -1.63229], [-2.35703, -1.86628, -0.34246], [-2.67274, 0.67932, 2.16186], [-1.36033, -2.27658, -0.71612], [-1.02644, 0.09389, 0.99429], [-3.15859, -2.21355, -0.99936], [0.08107, -0.06614, -0.84178], [-0.56656, 2.27166, 0.48172], [-4.55854, -0.32460, -0.25879], [2.05949, 2.08602, 0.43786], [-3.59655, 0.30307, 1.66978]],
  "atomic_forces_ev_per_a": [[-0.115, -0.561, 1.052], [-2.708, 1.061, -0.540], [-0.393, 0.363, 0.795], [0.249, -0.410, 0.381], [0.750, 0.512, -0.498], [2.027, 1.043, 0.557], [1.472, -1.912, -1.390], [0.028, -0.974, -0.054], [1.198, -0.630, -2.917], [-0.902, 1.911, -0.607], [0.876, 2.056, -0.567], [-0.993, 1.422, 3.913], [-0.199, 0.158, -0.537], [0.169, -0.072, -0.202], [-0.489, 0.953, -0.577], [0.362, -0.588, -0.623], [0.352, 0.235, 1.611], [0.435, -0.133, -1.595], [1.217, -0.985, 0.531], [0.014, 1.028, 0.361], [-0.482, -0.842, 1.245], [-1.094, 0.046, -1.953], [0.290, -0.939, 0.519], [0.003, 0.854, -1.357], [-0.231, 0.203, 0.388], [1.385, -2.144, 0.588], [-0.320, -0.611, -0.756], [-1.281, 0.240, 0.319], [0.093, 0.462, -0.987], [0.148, -0.664, 0.349], [1.571, -0.915, 1.587], [-1.614, -0.965, -1.593], [0.907, 0.367, 0.721], [-0.181, 0.486, 0.149], [-2.544, -0.056, 1.688]],
  "e_above_lowest_kcal_mol": 46.79,
  "energy_ha": -877.56506,
  "fmax_ev_per_a": 4.28,
  "smiles": "CC[C@H](C)[C@H](N)C(=O)N[C@@H](CC(=O)O)C(=O)O"
}

***

No. 2
{
  "formula": "C4H6O2",
  "method": "ωB97M-V/def2-TZVPD",
  "symbols": ["C", "C", "H", "H", "H", "O", "O", "H", "H", "C", "H", "C"],
  "xyz": [[-0.75595, -0.97959, -0.49451], [-0.74426, -0.15147, 0.76288], [-0.54484, 1.90897, -0.66919], [-0.30882, -0.63858, 1.63250], [-0.46305, -2.02118, -0.41368], [2.41786, -0.73406, 0.25300], [-0.02852, 1.26196, -1.16433], [-1.47507, 0.62007, 0.98545], [-1.53360, -0.77526, -1.22684], [1.61510, 0.15993, 0.17908], [1.79328, 1.16186, 0.63340], [0.21696, 0.14766, -0.35372]],
  "atomic_forces_ev_per_a": [[0.018, -0.146, -0.114], [-0.113, 0.057, 0.250], [0.104, 0.003, -0.091], [-0.133, 0.169, -0.067], [0.143, 0.210, -0.014], [-0.479, 0.217, -0.074], [-0.134, 0.275, 0.139], [-0.212, -0.274, -0.128], [0.191, -0.061, 0.155], [0.226, -0.273, -0.014], [0.337, -0.076, -0.209], [0.053, -0.101, 0.169]],
  "e_above_lowest_kcal_mol": 46.01,
  "energy_ha": -306.43297,
  "fmax_ev_per_a": 0.53,
  "smiles": "O=CC1(O)CC1"
}

***

No. 3
{
  "formula": "C17H6N4NiO5Se",
  "method": "ωB97M-V/def2-TZVPD",
  "symbols": ["O", "C", "H", "H", "N", "H", "H", "C", "O", "C", "C", "C", "C", "Se", "C", "C", "Ni", "N", "C", "C", "C", "H", "C", "N", "C", "O", "C", "C", "H", "N", "C", "O", "C", "O"],
  "xyz": [[-2.73062, -0.93368, -0.00074], [-1.91465, -3.15905, -0.00074], [4.13705, -2.32682, -0.00074], [-2.85288, 1.41705, -0.00074], [-0.84533, 1.09539, -0.00074], [4.86608, -0.03308, -0.00074], [-2.59602, 3.93513, -0.00074], [-4.38425, -2.85375, 0.00346], [-5.46934, -2.30889, 0.00346], [-2.98393, -2.18703, -0.00074], [3.36430, -1.48619, -0.00074], [2.08430, 3.30748, -0.00074], [0.65318, 2.92468, -0.00074], [4.33447, 4.63600, -0.00074], [3.81547, -0.20520, -0.00074], [-4.09902, -4.35496, 0.00346], [-0.73564, -0.72629, -0.00074], [2.48696, 4.54869, -0.00074], [1.97462, -1.75349, -0.00074], [1.53324, 0.53955, -0.00074], [2.89942, 0.89462, -0.00074], [1.51176, -2.76864, -0.00074], [-1.89387, 1.93026, -0.00074], [1.12342, -0.74150, -0.00074], [0.42829, 1.56012, -0.00074], [-4.84532, -5.31543, 0.00346], [-1.73111, 3.31815, -0.00074], [-0.40500, 3.82303, -0.00074], [-0.15237, 4.86154, -0.00074], [4.45575, 2.76718, -0.00074], [-2.51659, -4.42787, 0.00346], [-0.67396, -2.74608, -0.00074], [3.19537, 2.30998, -0.00074], [-2.03380, -5.54089, 0.00346]],
  "atomic_forces_ev_per_a": [[-0.055, -0.631, -0.006], [-0.619, 3.207, 0.011], [-1.428, 1.182, 0.000], [0.065, 0.248, 0.000], [0.904, 2.294, 0.000], [0.597, 0.349, 0.000], [-0.398, 0.538, 0.000], [-0.174, 0.908, -0.024], [1.013, -0.256, 0.006], [-0.139, -0.756, 0.018], [0.399, -2.064, 0.000], [1.485, 0.618, 0.000], [1.547, -0.294, 0.000], [-1.734, -2.158, 0.000], [-0.742, 1.504, 0.000], [0.497, -0.349, 0.009], [-2.758, -4.023, 0.001], [0.663, -0.007, 0.000], [0.384, -0.396, 0.000], [0.824, 0.696, 0.000], [-1.066, -1.516, 0.000], [0.544, 0.976, 0.000], [0.509, -0.190, 0.000], [1.473, 0.596, 0.000], [-0.615, 0.001, 0.000], [1.153, 1.811, 0.000], [1.963, -0.421, 0.000], [-1.428, -0.926, 0.000], [-0.184, 0.542, 0.000], [-2.305, 0.838, 0.000], [-1.388, -3.611, -0.018], [-1.408, -0.087, -0.004], [1.630, 1.326, 0.000], [0.794, 0.051, 0.008]],
  "e_above_lowest_kcal_mol": 13.69,
  "energy_ha": -5156.35852,
  "fmax_ev_per_a": 4.88,
  "spin_multiplicity": 3
}

***

No. 4
{
  "formula": "C6H6O2Tl",
  "method": "ωB97M-V/def2-TZVPD",
  "symbols": ["H", "C", "H", "H", "C", "H", "C", "C", "O", "C", "C", "H", "O", "Tl", "H"],
  "xyz": [[-0.30981, 1.25299, 3.34729], [-0.53588, 0.90789, 2.35173], [3.32780, 1.08689, 0.27266], [2.32704, -0.51666, -1.35455], [2.50023, 0.47388, 0.63242], [2.45063, 1.44013, 2.50815], [2.09037, 0.59022, 1.92463], [0.63025, -0.82974, -0.26390], [-0.17615, -1.70470, -0.40945], [1.84975, -0.32774, -0.38834], [-1.21401, 0.36191, 1.48691], [1.84477, -0.31567, 2.48850], [-2.28147, -0.31459, 1.06226], [-2.08195, -1.84632, -0.20945], [-3.08501, -0.14819, 1.58498]],
  "atomic_forces_ev_per_a": [[0.780, 0.476, -0.158], [-2.108, -1.263, -1.435], [0.220, -0.067, 0.068], [-0.131, 0.143, -0.292], [-0.735, -0.196, -2.793], [-0.360, 0.099, -0.005], [1.134, -0.416, 1.935], [0.539, -1.897, -1.083], [6.252, 1.591, -0.030], [0.690, 1.197, 1.767], [1.538, 1.260, 2.771], [-0.460, 0.286, -0.077], [-0.291, 2.894, 1.570], [-6.562, -4.479, -2.671], [-0.507, 0.373, 0.433]],
  "total_charge": 3,
  "energy_ha": -553.55401,
  "fmax_ev_per_a": 8.38
}

***

No. 5
{
  "formula": "C15H32NO2P2V",
  "method": "ωB97M-V/def2-TZVPD",
  "symbols": ["O", "C", "V", "H", "H", "C", "H", "P", "H", "H", "H", "C", "H", "C", "H", "H", "H", "C", "O", "H", "N", "H", "H", "C", "C", "H", "H", "H", "H", "H", "H", "H", "P", "C", "H", "C", "H", "C", "H", "H", "H", "H", "C", "H", "C", "H", "C", "H", "H", "C", "H", "C", "H"],
  "xyz": [[1.66488, 3.23775, -2.66964], [-0.19567, -2.72824, -3.92455], [-0.03107, 0.08623, 0.08072], [1.98494, -2.76696, -3.66196], [-3.19498, 1.95934, -2.39938], [-2.20231, 2.01644, -1.92794], [-0.93307, -1.35668, 4.38333], [-2.14582, 0.73749, -0.66598], [1.16559, -0.17381, 3.19384], [-0.20481, -1.85904, 1.79542], [-1.22071, 5.68763, -1.00421], [2.29611, -1.26496, -1.48787], [-4.49120, 0.97480, -0.28560], [3.60833, -0.13927, 0.76477], [-3.73729, 0.05835, 1.05856], [3.01611, -2.08378, -1.56200], [3.77970, 0.74979, 0.14613], [-1.36614, -2.23811, -3.36450], [-0.82275, 4.78844, -0.91590], [-0.22493, -3.30453, -4.83206], [-0.12926, -1.15381, -1.64099], [3.60004, 0.15104, 1.81947], [-1.43728, 1.83512, -2.69255], [-0.92801, -1.05925, 1.59760], [-1.30826, -1.42159, -2.24652], [4.41761, -0.86410, 0.59381], [-3.14550, -0.38160, -2.54670], [-2.36633, -2.39053, -3.78549], [-2.56940, -0.83811, 3.88035], [-1.92007, -1.40642, 1.29146], [-3.52948, 1.82792, 0.96687], [3.17275, -3.02553, 0.67494], [2.05116, -0.93728, 0.33006], [0.44154, 0.61885, 2.91421], [-0.75531, 4.67545, 0.07216], [-1.52657, -0.50288, 4.00340], [1.40916, -3.28929, 0.65611], [-2.54629, -0.75156, -1.70205], [-1.62832, 0.85535, 2.36803], [2.74520, -0.37095, -1.95353], [2.39435, 3.50625, -3.29220], [0.36918, 1.32778, 3.76652], [-0.95848, 0.02467, 2.65714], [1.44495, 4.08178, -2.21109], [1.00793, -2.42611, -3.31078], [2.19023, -2.60074, 2.10579], [-3.61217, 0.90998, 0.37479], [-3.19040, -1.45628, -1.15252], [0.86534, 1.18968, 2.06040], [2.20670, -2.62361, 1.01006], [-1.52102, 0.29618, 4.77264], [1.01314, -1.65752, -2.16247], [-2.03200, 3.01422, -1.50563]],
  "atomic_forces_ev_per_a": [[0.969, 1.264, -0.407], [-0.166, 0.140, 0.203], [-0.102, 0.247, 0.630], [-0.511, -0.021, -0.186], [0.257, 0.300, -0.062], [-0.728, 0.404, -0.320], [-0.233, 0.391, -0.231], [-0.290, -0.456, -0.192], [-0.343, 0.361, -0.182], [-0.609, -0.127, 0.445], [0.453, -0.975, -0.003], [0.429, -0.221, 0.411], [0.097, 0.048, 0.367], [0.582, -0.241, 0.055], [0.200, 0.236, -0.259], [0.103, 0.097, -0.281], [-0.102, -0.178, 0.161], [-0.573, 0.281, -0.119], [-0.279, 0.894, 1.551], [0.004, -0.191, -0.143], [0.026, 0.037, -0.425], [0.047, -0.025, -0.145], [-0.075, -0.022, 0.208], [0.365, 0.677, -1.157], [0.376, 0.076, 0.251], [-0.005, 0.356, 0.116], [0.034, -0.255, 0.112], [0.594, -0.186, -0.087], [0.392, 0.052, 0.001], [0.118, -0.352, 0.437], [-0.106, -0.151, -0.109], [-0.189, -0.026, 0.180], [0.700, -0.567, -0.654], [-0.115, 0.218, 0.502], [-0.045, 0.186, -1.483], [0.023, 0.296, 0.202], [0.097, 0.306, 0.075], [-0.298, 0.111, -0.098], [0.187, -0.187, -0.137], [-0.244, -0.257, 0.111], [-1.114, -0.473, 0.909], [0.224, -0.312, -0.530], [-0.223, -0.562, 1.133], [0.023, -0.882, -0.419], [0.554, -0.199, 0.179], [-0.038, -0.016, -0.212], [-0.584, 0.213, -0.222], [0.352, 0.160, -0.008], [-0.100, -0.119, 0.191], [0.325, -0.120, 0.014], [-0.010, -0.400, -0.280], [-0.392, 0.432, 0.057], [-0.056, -0.261, -0.153]],
  "e_above_lowest_kcal_mol": 3.96,
  "total_charge": 1,
  "energy_ha": -2422.47714,
  "fmax_ev_per_a": 1.81,
  "spin_multiplicity": 4
}

***

No. 6
{
  "formula": "C5H6Cl2",
  "method": "ωB97M-V/def2-TZVPD",
  "symbols": ["C", "Cl", "C", "C", "Cl", "H", "H", "C", "H", "H", "C", "H", "H"],
  "xyz": [[0.19796, 0.47504, 0.23010], [1.37372, -1.87645, -0.32400], [1.31882, 1.45824, -0.04385], [0.60899, -0.82777, 0.87648], [-2.52307, -0.18144, -0.05368], [2.22061, 3.45211, -0.32801], [-0.32044, -1.12807, 1.44359], [1.34256, 2.75429, -0.02286], [0.42952, 3.32117, 0.22182], [1.37112, -0.66536, 1.62659], [-1.02952, 0.71912, -0.21488], [2.24694, 1.00657, -0.51649], [-1.04165, 1.52419, -0.97681]],
  "atomic_forces_ev_per_a": [[1.055, 0.075, 0.180], [-0.432, -0.468, -0.050], [1.274, -2.899, -1.738], [-1.263, 1.398, 1.407], [1.004, 0.226, 0.086], [-1.462, -1.785, 0.519], [1.074, -0.897, -1.037], [-0.132, 3.768, -0.200], [0.447, -0.226, 0.234], [0.136, 0.112, 0.132], [0.151, 0.963, -1.477], [-1.048, 0.023, 1.066], [-0.804, -0.291, 0.879]],
  "e_above_lowest_kcal_mol": 15.27,
  "energy_ha": -1114.43737,
  "fmax_ev_per_a": 3.78,
  "smiles": "C=C/C(=C/Cl)CCl"
}